# 1
The following is a DFT calculation (wB97M-V/def2-TZVPD) of a cluster of 8 separate species, C22H64BN2O14 in total.

Each atom is followed by the atoms it is bonded to, with distances in Å.
Cartesian coordinates (Å):
1 B -0.09788 -0.28927 0.08220  H2 1.079, H3 1.079, H4 1.079, H5 1.079
2 H 0.52375 0.59159 0.03871  B1 1.079
3 H -1.07028 -0.02688 0.46927  B1 1.079
4 H -0.17909 -0.69436 -0.91457  B1 1.079
5 H 0.32352 -1.02659 0.74780  B1 1.079
6 C 0.25691 3.94707 -1.84780  C7 1.508, O9 1.422, H10 1.090, H11 1.090
7 C 0.08732 2.98069 -2.99333  C6 1.508, O8 1.433, H12 1.090, H13 1.090
8 O 0.99461 1.87125 -3.00038  C7 1.433, H14 0.960
9 O -0.54259 3.49516 -0.76204  C6 1.422, H15 0.960
10 H -0.09327 4.96644 -2.01012  C6 1.090
11 H 1.31730 3.97246 -1.59681  C6 1.090
12 H 0.19050 3.55171 -3.91604  C7 1.090
13 H -0.90178 2.52750 -2.92705  C7 1.090
14 H 0.77126 1.39250 -2.19882  O8 0.960
15 H -0.31086 2.58803 -0.54989  O9 0.960
16 C -2.07508 -2.83810 3.38430  C17 1.606, O19 1.435, H20 1.090, H21 1.090
17 C -1.33802 -4.14166 2.80420  C16 1.606, O18 1.451, H22 1.090, H23 1.090
18 O -1.07186 -3.98433 1.38618  C17 1.451, H24 0.960
19 O -1.07765 -1.86827 3.73739  C16 1.435, H25 0.960
20 H -2.69410 -3.11262 4.23845  C16 1.090
21 H -2.77306 -2.52877 2.60634  C16 1.090
22 H -1.88999 -5.05199 3.03815  C17 1.090
23 H -0.35269 -4.28408 3.24799  C17 1.090
24 H -0.73178 -3.09432 1.26859  O18 0.960
25 H -0.61767 -1.70621 2.91048  O19 0.960
26 C -5.32927 1.03977 -1.92198  C27 1.549, O29 1.368, H30 1.090, H31 1.090
27 C -5.07240 -0.27009 -1.13673  C26 1.549, O28 1.395, H32 1.090, H33 1.090
28 O -3.97031 -0.92747 -1.68420  C27 1.395, H34 0.960
29 O -6.40686 1.62674 -1.31799  C26 1.368, H35 0.960
30 H -5.45490 0.86947 -2.99124  C26 1.090
31 H -4.49572 1.74211 -1.92340  C26 1.090
32 H -5.95325 -0.89318 -1.29150  C27 1.090
33 H -4.91712 -0.06433 -0.07765  C27 1.090
34 H -3.10613 -0.66817 -1.35624  O28 0.960
35 H -6.15121 1.99786 -0.47034  O29 0.960
36 C -0.47559 -2.88557 -4.96301  C37 1.545, O39 1.422, H40 1.090, H41 1.090
37 C 0.88876 -3.35293 -4.40931  C36 1.545, O38 1.389, H42 1.090, H43 1.090
38 O 1.38334 -4.42160 -5.14636  C37 1.389, H44 0.960
39 O -1.54171 -3.81795 -4.83423  C36 1.422, H45 0.960
40 H -0.39298 -2.64547 -6.02302  C36 1.090
41 H -0.84835 -2.03304 -4.39525  C36 1.090
42 H 0.87309 -3.71122 -3.38000  C37 1.090
43 H 1.59543 -2.52395 -4.44822  C37 1.090
44 H 0.89537 -5.17093 -4.79710  O38 0.960
45 H -1.74976 -3.89065 -3.89987  O39 0.960
46 C 3.35683 2.04498 3.02368  C47 1.572, O49 1.434, H50 1.090, H51 1.090
47 C 1.95815 2.37314 3.66209  C46 1.572, O48 1.442, H52 1.090, H53 1.090
48 O 1.64695 1.46503 4.73771  C47 1.442, H54 0.960
49 O 3.30815 0.96794 2.07755  C46 1.434, H55 0.960
50 H 3.96621 1.74573 3.87645  C46 1.090
51 H 3.69301 2.96085 2.53761  C46 1.090
52 H 1.10959 2.42778 2.98014  C47 1.090
53 H 1.98451 3.37839 4.08266  C47 1.090
54 H 1.11541 0.71247 4.46802  O48 0.960
55 H 2.47645 0.93641 1.59913  O49 0.960
56 C 4.40344 -4.41946 -0.00529  O57 1.471, H65 1.090, H66 1.090, H67 1.090
57 O 5.68373 -4.94854 -0.49937  C56 1.471, C58 1.443
58 C 5.77049 -4.95628 -1.94014  O57 1.443, C59 1.587, H68 1.090, H69 1.090
59 C 7.28231 -5.34062 -2.23367  C58 1.587, N60 1.449, H70 1.090, H71 1.090
60 N 8.04393 -4.16385 -1.86654  C59 1.449, C61 1.438, H72 1.010
61 C 9.37924 -4.44270 -2.32135  N60 1.438, C62 1.581, H73 1.090, H74 1.090
62 C 10.38131 -3.31795 -1.84294  C61 1.581, O63 1.438, H75 1.090, H76 1.090
63 O 10.53243 -3.27824 -0.41317  C62 1.438, C64 1.441
64 C 11.37175 -2.22773 0.10554  O63 1.441, H77 1.090, H78 1.090, H79 1.090
65 H 3.57816 -5.07162 -0.29109  C56 1.090
66 H 4.18577 -3.41191 -0.35961  C56 1.090
67 H 4.46627 -4.41143 1.08287  C56 1.090
68 H 5.54170 -4.04107 -2.48617  C58 1.090
69 H 5.12829 -5.79734 -2.20147  C58 1.090
70 H 7.40380 -5.52905 -3.30036  C59 1.090
71 H 7.59443 -6.22294 -1.67494  C59 1.090
72 H 8.00502 -3.95167 -0.87985  N60 1.010
73 H 9.28183 -4.41397 -3.40661  C61 1.090
74 H 9.69041 -5.43428 -1.99265  C61 1.090
75 H 9.95390 -2.34679 -2.09249  C62 1.090
76 H 11.35832 -3.41384 -2.31660  C62 1.090
77 H 12.42618 -2.50343 0.08959  C64 1.090
78 H 11.10083 -2.05223 1.14665  C64 1.090
79 H 11.18906 -1.24688 -0.33339  C64 1.090
80 C -9.32015 6.78484 -0.23223  O81 1.439, H89 1.090, H90 1.090, H91 1.090
81 O -9.54179 6.04299 0.98067  C80 1.439, C82 1.444
82 C -8.66183 4.90026 1.04973  O81 1.444, C83 1.523, H92 1.090, H93 1.090
83 C -7.19879 5.29845 1.19235  C82 1.523, N84 1.482, H94 1.090, H95 1.090
84 N -6.45630 4.19771 1.85157  C83 1.482, C85 1.464, H96 1.010
85 C -5.04092 4.48144 2.09391  N84 1.464, C86 1.505, H97 1.090, H98 1.090
86 C -4.32541 3.46777 2.94487  C85 1.505, O87 1.456, H99 1.090, H100 1.090
87 O -4.85686 3.44806 4.30021  C86 1.456, C88 1.384
88 C -4.08743 2.79221 5.24596  O87 1.384, H101 1.090, H102 1.090, H103 1.090
89 H -9.22347 6.19101 -1.14114  C80 1.090
90 H -8.37222 7.31209 -0.12480  C80 1.090
91 H -10.11596 7.52636 -0.30243  C80 1.090
92 H -8.78383 4.30557 0.14444  C82 1.090
93 H -9.00041 4.20784 1.82046  C82 1.090
94 H -7.12159 6.19705 1.80444  C83 1.090
95 H -6.79050 5.57279 0.21966  C83 1.090
96 H -6.90129 3.86727 2.69590  N84 1.010
97 H -4.97401 5.46800 2.55251  C85 1.090
98 H -4.55230 4.62561 1.13029  C85 1.090
99 H -3.25560 3.67205 2.90158  C86 1.090
100 H -4.44613 2.47240 2.51737  C86 1.090
101 H -4.04672 1.71845 5.06301  C88 1.090
102 H -4.64495 2.98118 6.16333  C88 1.090
103 H -3.06695 3.16333 5.34082  C88 1.090

Summary:
Gap between HOMO and LUMO: 0.338 Eh
Relative energy (zero: lowest compared OMol25 entry of this formula, charge and spin): 0.912 eV
Charge: -1

Atom charges from the Löwdin analysis, given in e for atoms 1 to 5:
1. B -0.407
2. H -0.105
3. H -0.086
4. H -0.086
5. H -0.097



# 2
The following is a DFT calculation (wB97M-V/def2-TZVPD) of a cluster of 10 separate species, C22H64N4O10 in total.

Each atom is followed by the atoms it is bonded to, with distances in Å.
Cartesian coordinates (Å):
1 C -3.86387 -1.79032 0.41987  O2 1.438, H3 1.091, H4 1.058, H5 1.099
2 O -3.31587 -0.98532 1.47787  C1 1.438, H6 0.949
3 H -4.87887 -1.56432 0.09087  C1 1.091
4 H -3.92087 -2.79332 0.75287  C1 1.058
5 H -3.24187 -1.68332 -0.48013  C1 1.099
6 H -2.40187 -1.21832 1.57787  O2 0.949
7 C -0.50387 -0.51132 -0.35413  O8 1.384, H9 1.075, H10 1.110, H11 1.047
8 O -0.60387 -1.79432 0.15487  C7 1.384, H12 0.944
9 H -1.08887 0.22068 0.17287  C7 1.075
10 H -0.78087 -0.41832 -1.42513  C7 1.110
11 H 0.47313 -0.19532 -0.15113  C7 1.047
12 H -0.21087 -2.33532 -0.51213  O8 0.944
13 C 0.99913 -2.08432 -2.93313  O14 1.404, N15 1.315, N16 1.293
14 O 1.75913 -1.11032 -2.26713  C13 1.404
15 N 1.36213 -3.34832 -2.92013  C13 1.315, H17 1.015, H18 1.046
16 N -0.12887 -1.81232 -3.50313  C13 1.293, H19 1.021, H20 1.025
17 H 2.30113 -3.58432 -2.61513  N15 1.015
18 H 0.87913 -4.03232 -3.54713  N15 1.046
19 H -0.21987 -0.80932 -3.66813  N16 1.021
20 H -0.63887 -2.41632 -4.15613  N16 1.025
21 C -1.81987 -4.15532 -1.38313  O22 1.432, N23 1.327, N24 1.326
22 O -2.70587 -4.78732 -0.45313  C21 1.432
23 N -2.23087 -3.33732 -2.34413  C21 1.327, H25 1.051, H26 1.059
24 N -0.53187 -4.46832 -1.40113  C21 1.326, H27 1.055, H28 1.036
25 H -3.27087 -3.19132 -2.37113  N23 1.051
26 H -1.46887 -2.65832 -2.62613  N23 1.059
27 H -0.12287 -4.96032 -0.56213  N24 1.055
28 H 0.18413 -3.93832 -1.93013  N24 1.036
29 C 3.19413 -0.44632 0.46987  C30 1.509, H33 1.072, H34 1.097, H35 1.129
30 C 4.33413 0.19768 1.22087  C29 1.509, C31 1.515, O32 1.278, H36 1.061
31 C 4.94413 1.35468 0.45687  C30 1.515, H37 1.090, H38 1.063, H39 1.084
32 O 3.99213 0.56168 2.39687  C30 1.278, H40 0.967
33 H 3.45613 -1.10332 -0.33513  C29 1.072
34 H 2.54413 0.32568 0.03887  C29 1.097
35 H 2.60613 -1.12532 1.15387  C29 1.129
36 H 5.13413 -0.49632 1.29187  C30 1.061
37 H 5.74913 1.88468 0.96687  C31 1.090
38 H 4.21613 2.08368 0.19687  C31 1.063
39 H 5.35413 1.09468 -0.51213  C31 1.084
40 H 4.75613 0.93468 2.85787  O32 0.967
41 C 2.44513 -6.13832 0.58087  C42 1.485, H45 1.131, H46 1.114, H47 1.103
42 C 1.48113 -5.22232 1.24187  C41 1.485, C43 1.494, O44 1.263, H48 1.073
43 C 1.82913 -3.78132 1.05887  C42 1.494, H49 1.074, H50 1.116, H51 1.081
44 O 0.24913 -5.40832 1.03487  C42 1.263, H52 0.928
45 H 3.52213 -5.85932 0.78187  C41 1.131
46 H 2.36713 -6.23632 -0.52613  C41 1.114
47 H 2.33313 -7.10832 1.09387  C41 1.103
48 H 1.64813 -5.60732 2.22987  C42 1.073
49 H 2.81713 -3.58432 1.43087  C43 1.074
50 H 1.13213 -3.10832 1.61187  C43 1.116
51 H 1.81313 -3.33132 0.07587  C43 1.081
52 H -0.23587 -4.88832 1.63187  O44 0.928
53 C -1.67387 2.40968 -1.84913  C54 1.565, H57 1.082, H58 1.106, H59 1.082
54 C -3.23387 2.40068 -1.96813  C53 1.565, C55 1.502, O56 1.269, H60 1.114
55 C -3.77687 1.02968 -1.68113  C54 1.502, H61 1.105, H62 1.082, H63 1.075
56 O -3.87087 3.22968 -1.24813  C54 1.269, H64 0.908
57 H -1.32487 1.60468 -2.48313  C53 1.082
58 H -1.40487 2.26068 -0.78713  C53 1.106
59 H -1.15287 3.28968 -2.20313  C53 1.082
60 H -3.52887 2.52368 -3.03513  C54 1.114
61 H -3.67587 0.76568 -0.61313  C55 1.105
62 H -3.22387 0.33368 -2.29813  C55 1.082
63 H -4.83687 1.02768 -1.86113  C55 1.075
64 H -4.20287 3.84068 -1.83213  O56 0.908
65 C 0.76213 2.67768 1.78387  C66 1.455, H69 1.059, H70 1.068, H71 1.069
66 C 0.96313 1.91968 3.00987  C65 1.455, C67 1.508, O68 1.228, H72 1.110
67 C 0.43313 0.50968 2.93387  C66 1.508, H73 1.115, H74 1.092, H75 1.097
68 O 2.07413 1.91968 3.53187  C66 1.228, H76 0.958
69 H 0.94013 3.71968 1.85187  C65 1.059
70 H -0.21687 2.53868 1.38087  C65 1.068
71 H 1.40113 2.26368 1.03387  C65 1.069
72 H 0.33713 2.41468 3.78187  C66 1.110
73 H 0.99213 -0.22832 2.31287  C67 1.115
74 H -0.56387 0.49068 2.48887  C67 1.092
75 H 0.35213 0.03468 3.91887  C67 1.097
76 H 2.74313 1.49368 2.99387  O68 0.958
77 C 1.93813 2.84768 -1.68913  C78 1.516, H81 1.039, H82 1.008, H83 1.090
78 C 1.48213 3.87268 -2.70913  C77 1.516, C79 1.540, O80 1.239, H84 1.113
79 C 2.61913 4.86568 -3.01213  C78 1.540, H85 1.062, H86 1.113, H87 1.087
80 O 1.08313 3.39868 -3.78213  C78 1.239, H88 0.941
81 H 2.09313 3.36768 -0.80313  C77 1.039
82 H 2.73913 2.27968 -1.91613  C77 1.008
83 H 1.07813 2.18868 -1.57013  C77 1.090
84 H 0.57813 4.36768 -2.28913  C78 1.113
85 H 2.17813 5.62868 -3.60513  C79 1.062
86 H 3.53613 4.45968 -3.49413  C79 1.113
87 H 3.01113 5.31168 -2.10113  C79 1.087
88 H 0.77813 4.09568 -4.33613  O80 0.941
89 C -3.56687 1.63568 4.06687  C90 1.501, H93 1.095, H94 1.107, H95 1.104
90 C -3.14387 2.84068 3.27887  C89 1.501, C91 1.536, O92 1.243, H96 1.124
91 C -3.00787 2.48268 1.79187  C90 1.536, H97 1.075, H98 1.055, H99 1.089
92 O -3.90587 3.81868 3.36787  C90 1.243, H100 0.962
93 H -2.82187 0.86168 3.85387  C89 1.095
94 H -4.52087 1.20268 3.70987  C89 1.107
95 H -3.53287 1.72768 5.16687  C89 1.104
96 H -2.21387 3.29568 3.71587  C90 1.124
97 H -3.95487 2.18568 1.37987  C91 1.075
98 H -2.42487 1.62468 1.60187  C91 1.055
99 H -2.66487 3.34268 1.21787  C91 1.089
100 H -3.35687 4.59768 3.49987  O92 0.962

Summary:
Gap between HOMO and LUMO: 0.313 Eh
SMILES: NC(N)=O.NC(N)=O.CC(C)O.CC(C)O.CC(C)O.CC(C)O.CC(C)O.CC(C)O.CO.CO
Relative energy (zero: lowest compared OMol25 entry of this formula, charge and spin): 8.946 eV
Charge: 0

Atom charges from the Löwdin analysis, given in e for atoms 1 to 5:
1. C -0.146
2. O -0.120
3. H 0.083
4. H 0.054
5. H 0.046



| no. | maximum force (eV/Å) | E_tot (Eh) |
| --- | --- | --- |
| 1 | 4.65 | -2064.06811 |
| 2 | 11.01 | -1847.70733 |